Here is a 2-piece molecular cluster, C5H11NO overall from the OMol25 dataset. Energies are from wB97M-V/def2-TZVPD.

```
18
Properties=species:S:1:pos:R:3:nbo_charge:R:1
N -0.5159 0.9901 1.4475 -0.85
C -0.8626 -0.2311 0.6882 0.24
C -0.6026 -0.3754 -0.7146 -0.35
C -0.0600 0.6328 -1.4795 -0.25
C 0.5259 0.5333 -2.6555 -0.40
C -1.5148 -1.2941 1.4978 -0.67
H -0.5317 0.8150 2.4624 0.37
H 0.4943 1.3048 1.2662 0.41
H -0.8169 -1.3270 -1.2243 0.21
H -0.2487 1.6421 -1.0817 0.22
H 1.0088 1.4020 -3.1217 0.20
H 0.6323 -0.3892 -3.2488 0.19
H -0.8168 -1.5591 2.3275 0.22
H -1.5666 -2.1997 0.8325 0.23
H -2.5267 -1.0301 1.9131 0.23
H 1.7691 0.1045 0.1940 0.48
H 3.2319 0.2501 0.3248 0.48
O 2.4009 0.7309 0.5719 -0.95
```

## Properties
Kohn-Sham gap	8.521	eV
SMILES	C=C/C=C(/C)N.O
net charge	0
total energy	-327.04893	Eh


Here is an isolated molecule of C2H3N3OS from the OMol25 dataset. Energies are from wB97M-V/def2-TZVPD.

```
10
Properties=species:S:1:pos:R:3:nbo_charge:R:1
C 1.3210 -0.9653 -0.3861 -0.14
C -1.1679 0.3789 -0.1952 0.16
N 2.0314 -0.0579 -1.2497 -0.28
N 2.0467 0.1674 -0.0202 0.17
N -2.2999 0.7194 0.2910 -0.78
O 2.3661 0.9769 0.8952 -0.47
S -0.4702 -1.1441 -0.0521 0.32
H 1.6719 -1.8981 -0.1336 0.19
H -3.0621 0.1213 0.6659 0.42
H -2.4368 1.7014 0.1847 0.42
```

## Properties
Kohn-Sham gap (spin up / spin down)	4.278 / 4.992	eV
net charge	0
total energy	-715.34234	Eh
multiplicity	3


Here is an isolated molecule of C2H4N2 from the OMol25 dataset. Energies are from wB97M-V/def2-TZVPD.

```
8
Properties=species:S:1:pos:R:3:nbo_charge:R:1
C 0.5328 0.1446 -0.4261 -0.09
C -0.8258 -0.0406 0.3220 -0.66
N 1.8246 0.3765 0.3778 -0.04
N 1.7206 -0.6832 -0.1725 -0.07
H 0.4439 0.6092 -1.4468 0.19
H -1.2283 0.7079 1.1269 0.23
H -0.9563 -1.0476 0.7379 0.22
H -1.5114 -0.0667 -0.5191 0.22
```

## Properties
Kohn-Sham gap	10.698	eV
SMILES	CC1N=N1
net charge	0
total energy	-188.02352	Eh


Here is C18H27N7Ru as an isolated structure from the OMol25 dataset. Energies are from wB97M-V/def2-TZVPD.

```
53
Properties=species:S:1:pos:R:3:nbo_charge:R:1
Ru 0.2035 -0.0552 0.4096 0.83
N -1.5643 -0.5131 1.5418 -0.76
C -1.2418 0.2523 2.7821 -0.25
C -1.0311 1.7015 2.3880 -0.25
N -0.0915 1.8230 1.2152 -0.34
C 1.2691 2.2385 1.6625 -0.25
C 2.2699 2.1260 0.5227 -0.26
N 2.0801 0.8265 -0.2178 -0.78
C -0.6565 2.7831 0.2132 -0.25
C -1.6015 2.0208 -0.6783 -0.25
N -0.8723 0.8061 -1.1633 -0.68
H -2.4421 -0.1624 1.1634 0.40
H -1.7596 -1.4840 1.7727 0.42
H -0.3386 -0.1866 3.2152 0.21
H -2.0285 0.1765 3.5336 0.27
H -0.6573 2.2864 3.2289 0.26
H -1.9923 2.1315 2.1047 0.23
H 1.5523 1.5719 2.4827 0.22
H 1.2500 3.2561 2.0612 0.26
H 3.2838 2.2048 0.9109 0.26
H 2.1528 2.9436 -0.1841 0.23
H 2.8700 0.2183 -0.0181 0.41
H 2.1786 1.0184 -1.2120 0.42
H 0.1536 3.1928 -0.3868 0.23
H -1.1433 3.6178 0.7183 0.26
H -1.9364 2.6298 -1.5177 0.27
H -2.4870 1.6932 -0.1349 0.21
H -0.2504 1.0837 -1.9214 0.41
H -1.5334 0.1716 -1.6068 0.42
N 3.0621 -6.9640 0.7525 -0.50
C 3.0943 -8.2845 0.2937 0.27
C 3.8272 -9.3670 0.6048 -0.22
C 3.5111 -10.5475 -0.1543 0.17
C 2.5313 -10.6355 -1.1839 -0.25
C 1.7906 -9.5441 -1.5024 0.01
C 2.0608 -8.3106 -0.7522 0.20
N 1.5084 -7.1581 -0.8878 -0.30
C 2.1371 -6.3048 0.0682 0.53
C 1.7392 -4.9282 0.1758 -0.11
C 0.7390 -4.4522 -0.6826 -0.11
C 0.3536 -3.1231 -0.5840 0.06
N 0.9035 -2.2638 0.2874 -0.44
C 1.8658 -2.7271 1.1120 0.03
C 2.3079 -4.0334 1.1001 -0.14
H 3.6473 -6.5937 1.4934 0.47
H 4.5962 -9.4097 1.3667 0.29
H 4.0682 -11.4511 0.0844 0.28
H 2.3948 -11.5861 -1.6830 0.30
H 1.0284 -9.5346 -2.2736 0.29
H 0.2692 -5.0946 -1.4142 0.29
H -0.4207 -2.7402 -1.2327 0.24
H 2.3034 -2.0232 1.8092 0.23
H 3.0822 -4.3192 1.7999 0.25
```

## Properties
Kohn-Sham gap (spin up / spin down)	5.512 / 2.885	eV
net charge	+4
total energy	-1178.77715	Eh


What is the net charge in the fourth record? +4


Which value of net charge does entry 3 give? 0